No. 1
Here is 4 unconnected molecules or ions with the total composition C3H12N2O2 in a non-equilibrium geometry from the Open Molecules 2025 dataset. Energies are from ωB97M-V/def2-TZVPD.

Output
2S+1 = 1
Orbital gap = 3.9 eV
Total charge = 0
Energy above the lowest of the compared OMol25 structures with the same formula, charge and spin = 987.9 kJ/mol
E_HOMO = -8.1317 eV

```
19
Properties=species:S:1:pos:R:3:nbo_charge:R:1
C -0.24713 -0.79313 -0.64115 0.090
H 1.59915 1.75169 -1.36679 0.254
H -3.21975 0.38871 1.45263 0.462
H -1.44057 1.84547 -1.73287 0.424
H -2.17386 -0.66678 -0.15744 0.451
C -0.12311 0.53174 -0.56500 0.370
C 1.27100 1.14567 -0.48275 -0.715
N -1.49233 -1.41032 -0.35515 -0.601
H 3.63321 -1.39057 0.17011 0.425
O -2.81146 0.60205 0.62350 -1.124
H -1.60226 -2.16809 -0.98225 0.394
H 1.37554 1.86855 0.38409 0.272
H 1.43219 -1.27064 2.71209 0.015
H 1.71930 -0.67868 3.05654 -0.015
H 0.63378 -1.53769 -1.08607 0.332
O 2.67646 -1.55105 0.21340 -0.983
H -2.01556 1.52224 -0.15494 0.476
H 1.90220 0.26985 -0.30827 0.291
N -1.11679 1.54097 -0.77967 -0.818
```

No. 2
Here is a molecular structure, C16H23AlN7O3 in a non-equilibrium geometry from the Open Molecules 2025 dataset. Energies are from ωB97M-V/def2-TZVPD.

Output
2S+1 = 1
Orbital gap = 6.9 eV
Total charge = +1
Energy above the lowest of the compared OMol25 structures with the same formula, charge and spin = 194.0 kJ/mol
E_HOMO = -10.8815 eV

```
50
Properties=species:S:1:pos:R:3:nbo_charge:R:1
H -0.09883 -2.36747 -1.83598 0.184
C -0.28012 0.93326 -4.04557 -0.103
H 3.87086 -0.49996 2.04658 0.211
H 4.64172 0.28241 -0.15779 0.168
C -0.60181 -1.58750 -1.24232 -0.045
O -1.80181 1.93084 1.76617 -0.351
H 1.10645 -1.62876 1.60489 0.210
C -1.87579 -3.16355 1.28300 -0.261
H -3.00483 -0.12844 -2.38478 0.415
H -3.82752 -3.98404 1.57401 0.221
N -1.10417 1.14271 -0.18715 -0.467
C 0.35412 -2.04328 0.92998 -0.247
Al 1.04197 0.55787 -0.11388 1.979
H 0.35059 2.90649 -4.71831 0.253
H 3.37197 1.13846 2.47896 0.204
N -0.92157 1.57905 1.01585 0.654
N -1.02023 -0.57783 -2.20417 -0.262
N 0.74359 1.16439 -1.96799 -0.558
H -1.58432 -3.92715 0.57516 0.215
C 3.97459 0.92302 0.43756 0.130
C 0.32076 2.13289 -3.97535 -0.269
N 0.25954 -1.11340 -0.19087 -0.947
C -3.13925 -3.20023 1.85111 -0.202
H 1.50277 3.05466 -2.29235 0.232
C -0.97459 -2.16496 1.63653 0.055
H -4.49213 -2.28534 3.23166 0.222
H -2.90191 -0.50709 3.87554 0.221
O 2.66350 0.69237 0.00428 -0.999
H 0.82236 -0.55327 -3.03480 0.280
N -2.17668 0.12709 -1.86048 -0.399
C 0.04210 0.18546 -2.79171 0.022
N -3.43444 1.29921 -0.26016 -0.738
H 5.33596 2.59717 0.56795 0.220
H -0.65621 -0.44696 2.87097 0.212
C 4.09337 0.55498 1.91192 -0.622
O 0.29763 1.54242 1.32128 -0.503
H -1.52374 -2.02859 -0.83148 0.200
H -4.32317 1.05049 -0.66025 0.425
H 0.69008 -3.02743 0.58183 0.189
C -3.51376 -2.24314 2.77906 -0.221
H -0.85992 0.50784 -4.84194 0.244
C -1.35912 -1.21279 2.57228 -0.269
H -3.41232 1.78610 0.63546 0.456
H 4.30982 2.60776 -0.86700 0.202
H 3.62128 3.02196 0.71176 0.202
C 4.33827 2.38625 0.19700 -0.619
C -2.61993 -1.24878 3.14319 -0.194
H 5.09596 0.75264 2.27802 0.219
C 0.94052 2.21916 -2.67656 0.171
C -2.28163 0.86299 -0.74108 0.661
```

No. 3
Here is a single CH2Br2S molecule in a non-equilibrium geometry from the Open Molecules 2025 dataset. Energies are from ωB97M-V/def2-TZVPD.

Output
⟨S²⟩ = 2.008
2S+1 = 3
Orbital gap (spin up / spin down) = 6.8 / 6.6 eV
Total charge = 0
Energy above the lowest of the compared OMol25 structures with the same formula, charge and spin = 144.3 kJ/mol
E_HOMO (spin up / spin down) = -6.2544 / -10.0241 eV

```
6
Properties=species:S:1:pos:R:3:nbo_charge:R:1
Br 2.83074 0.82444 0.09375 0.015
C 1.12650 -0.03521 -0.24629 -0.636
H -1.38083 0.12225 0.24459 0.100
H 0.86203 0.35244 -1.26544 0.207
S -0.44984 0.91850 0.73846 0.278
Br 0.94154 -1.93084 0.08413 0.035
```

No. 4
Here is a molecular structure, C23H51F12N9O33S8 in a non-equilibrium geometry from the Open Molecules 2025 dataset. Energies are from ωB97M-V/def2-TZVPD.

Output
2S+1 = 1
Orbital gap = 1.0 eV
Total charge = -2
E_HOMO = -6.6204 eV

```
136
Properties=species:S:1:pos:R:3:mulliken_charge:R:1
C 15.70956 19.55475 16.44425 -0.899
H 12.43046 10.18875 12.18237 0.261
H 18.90930 8.53813 5.25228 0.310
H 17.39305 15.90877 20.48669 0.249
C 11.79366 13.43512 15.89740 0.180
C 18.35323 12.81711 3.71974 -0.861
H 18.55499 9.60627 6.58917 0.277
N 12.95688 20.67920 12.10453 -0.218
H 12.32526 9.34948 10.60934 0.377
O 11.34087 5.17877 13.10743 -0.804
H 15.63182 13.87280 19.75877 0.124
H 7.67939 12.57285 12.52339 0.409
N 8.18514 15.41004 18.81511 -0.427
O 11.92483 12.56290 9.11875 -0.654
F 15.30979 9.27038 20.40918 -0.256
H 9.65703 10.40979 13.05414 0.054
H 12.19443 13.00368 16.82116 0.433
N 15.84193 14.83100 19.51837 0.155
C 14.26974 19.55835 17.01791 0.662
O 17.08257 10.62562 23.14056 -0.624
H 13.13329 14.84687 20.10353 0.567
C 13.50453 15.15545 19.12440 -0.829
O 13.87423 12.76100 7.81686 -0.614
N 9.69361 9.53225 12.48549 0.591
N 16.14400 11.65101 20.97575 -0.303
H 7.77167 12.43598 8.80288 0.385
O 14.04021 22.18994 13.92968 -0.692
O 12.26457 14.64618 7.90318 -0.638
O 14.98627 11.08170 18.86895 -0.528
H 7.88161 8.95910 13.36542 0.345
C 17.20086 15.25664 19.58414 -1.015
C 11.90330 10.17388 11.23051 -0.319
O 10.34340 7.35178 13.77929 -0.819
O 8.05119 12.77426 11.18238 -0.741
H 10.65300 13.62858 12.32047 -0.041
O 17.40448 13.00839 22.44410 -0.600
C 14.29097 11.85318 13.59365 -0.840
H 15.29766 6.32152 15.75788 0.355
O 9.09113 15.05486 16.54130 -0.551
N 9.40477 13.37625 9.48985 -0.138
C 12.21525 18.25360 17.04520 -0.547
O 15.68312 5.50350 15.39472 -0.455
H 9.32598 14.80654 12.39082 0.465
H 11.91344 18.87532 16.20094 0.526
H 10.79045 13.03863 15.71566 -0.197
H 17.91695 14.45723 19.61717 0.301
O 15.20161 16.78822 18.58160 -0.907
F 14.71199 13.33907 10.34088 -0.238
H 13.07363 5.64240 13.85514 0.427
S 13.21408 21.09309 13.55097 1.091
C 10.43907 9.88169 11.21428 0.584
H 17.31590 9.29993 5.38948 0.321
O 7.13371 12.34808 13.37352 -0.599
H 11.90125 17.19337 16.75778 -0.209
F 13.62058 21.96796 10.26788 -0.294
F 11.82209 21.58994 13.98600 -0.287
O 10.13012 6.59295 11.50338 -0.668
H 8.09593 8.49244 11.55584 0.330
H 11.67695 14.51090 15.98769 -0.494
H 16.93368 11.47644 4.83172 0.242
N 13.66599 18.17174 16.96950 1.057
O 13.40983 19.95104 14.39224 -0.370
H 12.26677 16.51907 13.91189 0.288
S 7.75628 16.36346 19.93951 1.064
H 14.80940 17.49661 12.20314 0.357
C 9.07671 13.40020 10.77873 1.080
C 7.93406 12.18607 14.36920 0.773
H 16.14244 20.48032 15.97849 0.368
O 13.79815 20.48225 17.64811 -0.536
C 14.89809 15.65580 19.04621 0.560
O 12.86066 16.89403 13.20706 -0.392
H 9.32294 11.51762 8.49616 0.242
N 17.93976 11.56446 4.38981 -0.222
O 14.72646 4.08944 13.90570 -0.550
H 17.94894 12.85040 2.71577 0.269
O 20.02010 10.75656 4.20947 -0.620
H 12.80780 15.97903 18.92936 0.138
O 11.92715 22.89091 11.47164 -0.558
O 8.78789 16.80167 20.87218 -0.592
C 14.71962 5.10519 14.56144 0.725
H 14.56026 10.81355 13.33793 0.323
C 18.87982 10.59017 4.63193 0.752
F 12.99845 14.75283 10.78298 -0.178
H 16.44082 19.23719 17.23530 0.279
H 13.43760 14.37098 18.28043 0.088
O 6.60147 15.80494 20.54629 -0.601
C 8.78625 12.48375 8.50620 -0.879
O 9.78661 9.82620 10.21265 -0.498
H 10.65513 14.92818 11.11702 0.414
O 9.06723 11.76742 14.38856 -0.699
H 16.78589 7.14070 7.24094 0.273
C 8.24136 9.21661 12.38097 -1.168
O 11.50240 20.92778 10.11278 -0.592
H 13.99501 17.72229 16.11112 -0.186
S 12.28762 21.62148 11.04083 1.055
N 13.31616 11.97216 14.60523 -0.036
O 14.33734 16.52686 14.94384 -0.772
C 18.36611 9.46852 5.48854 -1.079
F 7.67888 6.00850 13.16120 -0.228
H 11.86611 18.52981 18.06835 0.345
S 17.21926 11.62136 22.09860 1.110
H 7.85529 12.52170 16.22413 0.363
C 14.11401 16.71900 13.79019 0.791
H 10.33948 13.76235 9.36368 0.000
C 12.62738 13.19303 14.66270 0.473
H 7.79624 10.11240 12.01584 0.516
H 19.40523 12.90310 3.83132 0.317
F 8.73361 4.21641 12.42699 -0.235
O 15.11464 17.02425 12.97281 -0.506
S 12.89230 13.49969 8.49485 1.166
H 8.77886 12.89091 7.51651 0.368
H 18.01134 13.70393 4.23728 0.327
O 17.22860 10.12650 19.14519 -0.587
H 11.89003 11.14285 10.70023 -0.247
F 7.31214 17.68758 19.22584 -0.222
H 15.22078 12.38136 13.79342 0.324
H 15.61082 18.97307 15.56273 0.138
C 13.81857 14.25669 9.86318 0.675
C 9.95453 14.25204 11.69149 -0.941
S 9.35689 15.67632 17.80075 1.078
S 16.00961 10.56638 19.74157 1.076
O 7.23794 12.34786 15.48533 -0.533
O 10.65018 15.43232 18.31069 -0.391
O 12.69184 14.00531 13.78574 -0.243
O 13.78073 6.09743 14.37062 -0.374
F 9.37176 17.24123 17.36356 -0.285
F 8.69278 4.86374 14.55213 -0.229
C 8.77217 5.25904 13.29331 0.609
F 14.63423 15.24956 9.40300 -0.252
H 10.19332 8.79254 12.99325 0.473
H 13.81070 12.30909 12.67849 0.122
F 18.69234 11.27962 21.46430 -0.293
H 17.28890 15.92186 18.77088 0.380
H 13.58162 11.66701 15.49889 0.212
H 14.07389 17.60142 17.79438 0.233
S 10.35322 6.17912 12.85508 1.177
```

Q: The highest total charge belongs to which entry?
A: C16H23AlN7O3

Q: The lowest total charge belongs to which entry?
A: C23H51F12N9O33S8